# C21H32N2O5

C21H32N2O5 in the gas phase (ωB97M-V/def2-TZVPD, the Open Molecules 2025 dataset).

Geometry as XYZ:
```
60
Properties=species:S:1:pos:R:3:forces:R:3
C -1.06034 1.25708 0.38671 0.160 0.414 -0.007
C -0.97818 2.75626 0.62872 -0.503 -0.231 0.281
O 0.36084 3.20025 0.38980 0.069 -0.075 -0.389
C 1.06035 3.69440 1.40569 0.248 0.210 -0.079
O 0.62100 3.89264 2.51069 -0.111 0.105 0.076
C 2.47440 4.00595 0.96127 0.023 0.001 0.293
C 3.46100 4.08216 2.12422 -0.148 -0.255 -0.080
C 3.74716 2.71523 2.75380 0.221 0.168 -0.093
N 2.64920 2.22442 3.55466 0.239 0.081 0.192
C 1.83034 1.23253 3.15363 -0.137 0.211 0.764
O 2.03515 0.57813 2.14370 0.084 -0.235 -0.472
C 0.65585 0.97569 4.08184 -0.076 -0.330 -0.168
C 0.39597 -0.52613 4.27204 0.012 0.144 0.201
N 0.08300 -1.17784 3.02686 0.257 -0.029 -0.163
C -1.17239 -1.58838 2.72558 0.277 -0.058 0.073
O -2.08548 -1.55776 3.53296 -0.300 0.077 0.053
C -1.35541 -2.09368 1.33647 -0.110 -0.149 -0.193
C -2.64404 -2.07805 0.80335 0.134 -0.008 0.072
C -2.88250 -2.51171 -0.47937 0.079 -0.063 -0.195
C -1.83587 -2.99583 -1.26966 -0.067 0.077 0.213
O -2.18923 -3.41000 -2.51352 -0.230 0.089 0.302
C -1.19640 -3.81645 -3.43258 0.528 -0.059 -0.226
C -0.36550 -2.66644 -4.01212 -0.479 -0.167 -0.099
C -1.11679 -1.80998 -5.03802 0.196 0.169 0.160
C -0.13531 -0.87915 -5.74892 -0.209 -0.240 0.002
C -2.23047 -0.99772 -4.38273 -0.028 -0.225 -0.200
C -0.55223 -3.04035 -0.73200 0.020 -0.161 -0.402
C -0.31975 -2.59086 0.55549 -0.213 0.148 0.219
H -0.29086 0.75044 0.96310 0.038 -0.077 0.081
H -0.90165 1.03217 -0.66440 0.001 -0.093 -0.119
H -2.03413 0.88147 0.68614 -0.134 -0.052 0.011
H -1.25130 3.00789 1.65858 -0.001 -0.006 -0.234
H -1.62383 3.30636 -0.06158 0.099 -0.013 0.113
H 2.43852 4.96773 0.44306 -0.049 -0.045 -0.071
H 2.77647 3.24778 0.23827 -0.002 0.054 -0.050
H 4.40218 4.49755 1.76148 0.002 0.041 0.031
H 3.06109 4.75271 2.88790 0.093 0.083 -0.008
H 3.93038 1.96781 1.97818 0.083 0.071 0.112
H 4.63310 2.78872 3.39355 -0.039 -0.055 -0.126
H 2.33498 2.83049 4.29682 -0.107 -0.152 -0.068
H -0.22701 1.43754 3.63328 -0.001 0.052 0.018
H 0.82789 1.44244 5.05148 -0.023 0.053 0.005
H 1.28303 -0.99694 4.71057 -0.116 0.038 0.047
H -0.45800 -0.67511 4.93790 0.198 0.017 -0.047
H 0.76517 -1.02435 2.29552 -0.198 -0.010 0.005
H -3.45064 -1.71559 1.42264 -0.069 0.024 0.058
H -3.87556 -2.49566 -0.90027 -0.119 0.006 -0.049
H -0.53701 -4.56207 -2.96988 -0.119 0.024 -0.029
H -1.75531 -4.30885 -4.23378 0.105 0.001 0.085
H 0.51103 -3.10650 -4.49337 0.077 -0.020 0.046
H -0.01847 -2.02449 -3.19994 0.128 0.021 0.018
H -1.56284 -2.47770 -5.78425 0.017 -0.022 0.010
H -0.65422 -0.27255 -6.48728 -0.010 0.112 -0.089
H 0.34143 -0.21303 -5.03277 0.077 0.109 0.086
H 0.63982 -1.44826 -6.25769 0.124 -0.013 -0.066
H -1.81761 -0.32982 -3.62872 0.042 0.097 0.124
H -2.95365 -1.65073 -3.90352 -0.107 0.049 0.069
H -2.74753 -0.39672 -5.12766 -0.061 0.114 -0.053
H 0.27668 -3.43041 -1.30174 0.043 -0.020 -0.081
H 0.68350 -2.65674 0.94978 0.092 0.001 0.036
```
Positions in Å, forces in eV/Å.

Computed properties:
**Relative energy (zero: lowest compared OMol25 entry of this formula, charge and spin)**: 14.70 kcal per mole
**Gap between HOMO and LUMO**: 0.3377 Ha
**SMILES string**: CCOC(=O)CCCNC(=O)CCNC(=O)c1ccc(OCCC(C)C)cc1
**HOMO**: -8.46 eV

---

# C21H32N4O4

C21H32N4O4 in the gas phase (ωB97M-V/def2-TZVPD, the Open Molecules 2025 dataset).

Geometry as XYZ:
```
61
Properties=species:S:1:pos:R:3:forces:R:3
C -6.90063 0.25694 2.66730 0.005 0.157 -0.209
C -6.17231 0.81725 1.45160 0.147 -0.208 0.185
C -4.75995 0.25337 1.32626 -0.002 0.299 -0.320
C -4.03605 0.83235 0.10074 -0.090 -0.131 0.171
N -2.70281 0.32434 -0.16933 0.118 -0.025 -0.010
C -2.67183 -1.09640 -0.49198 0.272 0.067 -0.265
C -1.62864 -1.39289 -1.57356 -0.303 -0.282 0.057
C -1.67018 -2.84196 -2.06024 0.206 0.110 0.128
C -1.15465 -3.83086 -1.02117 -0.132 0.046 -0.190
C -1.70489 0.68803 0.82370 -0.012 0.214 0.098
C -1.37802 2.18540 0.81698 0.015 -0.193 -0.247
C -1.12169 2.71822 -0.59641 -0.100 0.235 0.299
N -0.12696 1.93612 -1.29296 -0.421 -0.137 -0.062
C 1.17876 2.22535 -1.26583 0.249 -0.569 -0.324
O 1.66961 3.23818 -0.81395 0.080 0.335 0.163
C 2.04436 1.12275 -1.91755 0.323 0.414 0.149
C 3.51095 1.23787 -1.50209 -0.227 -0.097 -0.003
C 3.64770 -0.01480 -0.67184 -0.771 0.445 -0.605
C 4.84318 -0.40791 0.04680 0.579 -0.355 0.456
C 4.85595 -1.58595 0.80256 0.056 0.138 -0.066
C 5.99066 -1.97509 1.48920 -0.096 0.055 -0.077
C 7.13809 -1.20200 1.43632 0.215 0.312 -0.116
C 7.12481 -0.03408 0.68414 -0.964 -0.806 0.149
N 8.31848 0.77623 0.61467 0.420 0.265 -0.022
O 9.27711 0.42078 1.26514 0.257 -0.041 0.139
O 8.28935 1.75981 -0.09282 0.041 0.265 -0.157
C 5.99374 0.37359 -0.00772 -0.022 -0.038 0.012
N 2.58694 -0.72650 -0.66885 0.809 -0.422 0.668
O 1.61034 -0.16479 -1.42214 -0.519 0.203 -0.584
H -6.36420 0.50354 3.58112 0.023 -0.005 0.126
H -6.97959 -0.82601 2.59927 -0.029 -0.117 0.043
H -7.90406 0.67027 2.73672 -0.113 -0.014 0.089
H -6.12025 1.90587 1.52956 -0.028 0.051 -0.080
H -6.73806 0.57817 0.54793 -0.010 0.075 -0.063
H -4.81122 -0.83433 1.24130 0.035 -0.071 0.055
H -4.20000 0.49249 2.23260 0.029 -0.071 0.077
H -3.96716 1.91683 0.21242 -0.089 0.055 -0.055
H -4.63944 0.63516 -0.79133 -0.038 0.091 0.028
H -2.47467 -1.70800 0.40025 -0.110 -0.026 -0.010
H -3.65218 -1.37994 -0.88200 -0.042 -0.051 0.047
H -0.62388 -1.18455 -1.20269 0.057 0.087 -0.003
H -1.82856 -0.72862 -2.41822 0.012 0.094 0.016
H -1.05032 -2.92228 -2.95604 -0.079 -0.026 -0.056
H -2.69300 -3.10438 -2.34126 -0.027 0.001 -0.102
H -1.79371 -3.84503 -0.14208 -0.018 -0.053 0.140
H -0.14740 -3.55998 -0.71257 0.127 -0.005 0.081
H -1.12882 -4.83599 -1.43613 0.031 -0.125 0.048
H -0.79446 0.13360 0.58671 0.008 -0.016 0.054
H -2.00218 0.39446 1.84442 0.077 -0.062 -0.064
H -2.19021 2.76036 1.26235 -0.015 0.070 0.081
H -0.48635 2.34174 1.42658 -0.016 0.057 0.066
H -2.04274 2.68201 -1.18014 0.060 0.087 0.028
H -0.75501 3.74545 -0.54383 -0.118 -0.083 -0.068
H -0.41624 1.01372 -1.58356 0.107 0.001 -0.017
H 1.88108 1.13140 -2.99943 0.048 -0.002 0.127
H 4.20360 1.24133 -2.34391 0.009 0.001 0.011
H 3.65692 2.14777 -0.91277 0.041 -0.062 -0.085
H 3.95701 -2.18059 0.83367 -0.074 -0.095 0.035
H 5.98480 -2.88545 2.06816 0.006 -0.072 0.048
H 8.03822 -1.48332 1.96054 0.016 -0.005 0.013
H 6.03064 1.29097 -0.57457 -0.015 0.033 -0.027
```
Positions in Å, forces in eV/Å.

Computed properties:
**Relative energy (zero: lowest compared OMol25 entry of this formula, charge and spin)**: 132.55 kcal per mole
**Gap between HOMO and LUMO**: 0.2886 Ha
**SMILES string**: CCCCN(CCCC)CCCNC(=O)[C@H]1CC(c2cccc([N+](=O)[O-])c2)=NO1
**HOMO**: -8.49 eV

---

# C21H32N4O5S

C21H32N4O5S in the gas phase (ωB97M-V/def2-TZVPD, the Open Molecules 2025 dataset).

Geometry as XYZ:
```
63
Properties=species:S:1:pos:R:3:forces:R:3
C 5.65664 0.34325 -3.27334 0.216 0.116 -0.019
O 4.47145 -0.38720 -3.08502 -0.319 -0.446 -0.095
C 4.28371 -1.54695 -3.80533 -0.052 0.063 0.097
C 5.24622 -2.06089 -4.66111 0.103 0.114 0.012
C 5.04557 -3.25229 -5.33821 -0.003 -0.031 -0.030
C 3.85996 -3.93924 -5.17047 0.086 -0.073 -0.012
C 2.88580 -3.42591 -4.33723 0.131 0.078 0.012
C 3.06247 -2.23487 -3.63052 0.155 -0.014 -0.284
N 2.00869 -1.79315 -2.83610 -0.101 0.113 0.122
C 1.79420 -0.41525 -2.47969 0.119 0.367 0.104
C 2.27559 -0.09439 -1.05204 -0.009 0.238 -0.365
N 1.65044 -1.00321 -0.11944 0.228 -0.261 -0.182
C 0.77351 -0.72600 0.87170 0.109 0.426 0.130
O 0.22533 -1.61586 1.49916 -0.288 -0.125 0.234
C 0.48602 0.74231 1.18117 -0.283 -0.346 0.179
C 0.05315 0.87614 2.64397 0.121 0.131 -0.087
C -0.36158 2.31423 2.94712 0.231 -0.315 0.456
N -1.37838 2.80029 2.04263 -0.804 0.275 0.284
S -2.95311 2.55319 2.47422 0.517 0.183 -0.180
O -3.75020 3.23496 1.50099 -0.016 -0.234 -0.235
O -3.06123 2.92640 3.85024 0.115 -0.282 0.166
N -3.20862 0.88956 2.32470 0.058 1.009 0.110
C -3.43663 0.18733 3.57644 -0.237 -0.124 0.568
C -4.88859 0.34397 4.03418 0.260 0.001 0.156
O -5.78959 -0.07752 3.03309 -0.051 -0.207 -0.011
C -5.60626 0.65704 1.84330 0.128 0.044 -0.280
C -4.17836 0.50389 1.31459 -0.543 0.023 -0.338
C -1.04976 2.65720 0.64523 -0.163 -0.173 -0.584
C -0.65964 1.22403 0.28068 0.207 0.260 0.007
C 1.91420 -2.38787 -0.46133 -0.283 -0.402 -0.038
C 1.40055 -2.68767 -1.87665 0.117 -0.123 0.376
H 5.77261 0.66717 -4.31252 0.004 -0.029 0.036
H 6.53928 -0.22933 -2.96978 -0.036 0.023 -0.034
H 5.56257 1.22042 -2.63370 0.066 -0.037 -0.056
H 6.18161 -1.54160 -4.79596 0.065 0.083 0.020
H 5.81696 -3.63149 -5.99027 0.068 -0.028 -0.062
H 3.68359 -4.86501 -5.69635 -0.023 -0.082 -0.050
H 1.94687 -3.94860 -4.23789 -0.117 0.001 0.009
H 2.29034 0.23555 -3.19551 -0.113 -0.009 0.039
H 0.71153 -0.23196 -2.52964 0.050 0.069 0.032
H 2.04762 0.94214 -0.81792 -0.014 0.004 0.057
H 3.36035 -0.23898 -1.00849 -0.106 0.097 0.001
H 1.37623 1.35716 1.02068 -0.010 0.002 -0.054
H -0.78043 0.19771 2.81924 0.100 -0.030 0.039
H 0.87355 0.58443 3.30172 -0.029 -0.031 0.050
H 0.50459 2.98104 2.86104 -0.081 0.021 0.042
H -0.77201 2.40580 3.95226 0.271 0.021 0.061
H -2.76651 0.60545 4.32517 -0.004 -0.230 0.111
H -3.20073 -0.86888 3.41123 0.037 0.086 0.019
H -5.09070 -0.27969 4.90651 0.063 0.097 0.008
H -5.06354 1.40086 4.28276 -0.040 -0.133 0.038
H -6.33125 0.26418 1.12834 0.053 0.103 -0.016
H -5.79866 1.72545 2.02042 -0.068 -0.112 -0.039
H -4.03404 1.14423 0.44606 -0.091 -0.198 -0.130
H -3.98354 -0.54069 1.04995 0.023 0.086 -0.009
H -0.21853 3.33789 0.42623 -0.074 0.002 0.011
H -1.92616 2.98349 0.08538 0.210 0.058 -0.183
H -1.51577 0.56600 0.43238 0.023 -0.077 -0.081
H -0.37139 1.18534 -0.77162 -0.034 -0.023 -0.054
H 1.41137 -3.01701 0.27385 0.122 0.048 -0.085
H 2.99516 -2.56236 -0.42072 -0.022 -0.016 -0.017
H 1.62834 -3.72210 -2.12705 -0.064 0.034 -0.014
H 0.31308 -2.54650 -1.89746 0.022 -0.087 0.039
```
Positions in Å, forces in eV/Å.

Computed properties:
**Relative energy (zero: lowest compared OMol25 entry of this formula, charge and spin)**: 51.38 kcal per mole
**Gap between HOMO and LUMO**: 0.3013 Ha
**SMILES string**: COc1ccccc1N1CCN(C(=O)C2CCN(S(=O)(=O)N3CCOCC3)CC2)CC1
**HOMO**: -7.68 eV

---

# C21H32N6O3S

2 unconnected molecules or ions with the total composition C21H32N6O3S (ωB97M-V/def2-TZVPD, the Open Molecules 2025 dataset).

Geometry as XYZ:
```
63
Properties=species:S:1:pos:R:3:forces:R:3
C 1.34520 -2.10607 4.09550 -0.149 -0.117 0.142
C 0.54799 -0.87862 3.66788 0.565 -0.072 -0.450
C 1.44798 0.35424 3.59089 -0.034 0.171 0.260
N -0.02192 -1.14026 2.34469 -1.158 0.638 0.721
C -1.06438 -0.41066 1.84057 1.815 -0.994 0.932
N -1.27481 -0.50321 0.56430 -0.581 0.830 0.255
C -2.33377 0.30377 0.25966 0.171 -1.070 -1.741
N -2.68384 0.26314 -1.03746 -1.046 0.193 -0.389
C -2.92798 1.02370 1.24893 -0.623 1.450 0.923
C -4.06863 1.92119 1.08703 0.301 -1.764 -0.468
O -4.77671 1.80077 0.09153 -0.131 0.433 -0.446
C -4.46969 2.85408 2.14683 0.150 0.735 0.911
C -3.53730 3.55869 2.92006 -0.489 0.021 0.182
C -4.00504 4.39979 3.92687 -0.032 -0.041 -0.110
C -5.37886 4.52549 4.13336 0.410 -0.603 -0.767
N -6.27426 3.86624 3.38390 0.117 -0.152 -0.203
C -5.83110 3.05289 2.40588 0.317 0.602 0.774
S -2.11660 0.65422 2.75355 0.695 -0.410 0.120
H 1.77832 -1.95239 5.08839 -0.021 -0.017 -0.125
H 2.15495 -2.30598 3.38681 -0.093 0.050 0.045
H 0.69236 -2.98369 4.13296 0.123 0.084 -0.003
H -0.24555 -0.70839 4.40586 -0.103 -0.028 -0.303
H 0.86615 1.23648 3.30809 0.088 -0.064 0.018
H 1.91413 0.54608 4.56180 0.006 0.052 -0.082
H 2.23600 0.20493 2.84575 -0.089 -0.051 0.083
H 0.60970 -1.50260 1.62299 -0.208 0.127 0.317
H -2.40350 -0.61328 -1.48712 -0.044 0.294 -0.133
H -3.63966 0.58599 -1.18478 0.380 -0.042 -0.196
H -2.46920 3.45783 2.74352 -0.188 -0.029 -0.027
H -3.31626 4.95795 4.55086 -0.020 -0.035 -0.073
H -5.73569 5.18202 4.92101 -0.229 -0.118 -0.118
H -6.57059 2.52166 1.81332 0.052 0.115 0.102
C 4.65272 -2.69438 -1.78522 -0.398 0.096 0.130
N 3.83745 -2.51044 -0.58338 0.970 -0.283 -0.592
C 2.60377 -2.00178 -0.50529 -0.988 0.378 0.358
O 2.06377 -1.91241 0.59174 -0.096 0.035 -0.094
C 1.89131 -1.50537 -1.78184 -0.602 0.095 -0.025
C 2.27500 -0.03913 -2.08327 0.327 -0.318 -0.275
C 2.10596 0.38782 -3.55641 -0.169 0.635 0.182
C 0.69114 0.85837 -3.89842 0.107 -0.509 0.083
C 3.05355 1.54767 -3.87058 0.075 -0.431 0.037
N 0.42909 -1.62609 -1.66060 1.619 0.084 0.557
C -0.43304 -2.22057 -2.48534 -0.511 -0.443 -0.800
C 0.08087 -3.02315 -3.66448 -0.063 0.092 0.309
O -1.64011 -2.10932 -2.31609 -0.305 -0.080 0.028
H 4.80465 -1.74028 -2.29297 0.063 -0.080 -0.055
H 5.62769 -3.10000 -1.50923 -0.205 0.079 0.042
H 4.16532 -3.39406 -2.46671 0.136 0.012 -0.075
H 4.22576 -2.80822 0.29917 -0.118 0.100 -0.015
H 2.24200 -2.12439 -2.60403 -0.133 -0.059 -0.177
H 3.32785 0.07787 -1.82516 0.179 0.094 0.082
H 1.71401 0.63432 -1.43244 -0.048 -0.070 0.098
H 2.37221 -0.44608 -4.20673 0.045 -0.207 -0.044
H 0.40550 1.68800 -3.25095 -0.069 0.017 -0.012
H -0.02635 0.05385 -3.76864 -0.264 0.050 0.034
H 0.64899 1.18480 -4.93756 -0.044 0.062 0.003
H 2.82243 2.40086 -3.23164 0.067 0.073 -0.023
H 4.08603 1.24110 -3.70486 0.140 0.161 0.018
H 2.94494 1.84164 -4.91478 0.032 0.112 0.033
H -0.00292 -1.17862 -0.85479 -0.150 0.132 0.191
H 0.62102 -2.36828 -4.34393 0.182 -0.052 -0.129
H -0.76864 -3.46244 -4.18570 0.070 0.114 0.123
H 0.73057 -3.81736 -3.30336 0.199 -0.078 -0.146
```
Positions in Å, forces in eV/Å.

Computed properties:
**Relative energy (zero: lowest compared OMol25 entry of this formula, charge and spin)**: 0.90 kcal per mole
**Gap between HOMO and LUMO**: 0.2807 Ha
**SMILES string**: CC(C)Nc1nc(N)c(C(=O)c2cccnc2)s1.CNC(=O)[C@H](CC(C)C)NC(C)=O
**HOMO**: -7.37 eV